{
  "formula": "C15H25ClINO2PTi",
  "method": "ωB97M-V with the def2-TZVPD basis set",
  "symbols": ["C", "C", "H", "H", "H", "O", "I", "Ti", "P", "C", "C", "H", "H", "H", "C", "H", "H", "H", "H", "H", "H", "C", "O", "Cl", "C", "N", "C", "C", "C", "C", "C", "C", "C", "C", "H", "H", "H", "H", "H", "H", "H", "H", "H", "H", "H", "H", "H"],
  "coordinates": [[0.9173, -3.5139, -4.8085], [0.2072, -2.3124, -4.4682], [1.0178, -3.6848, -5.8859], [0.3716, -4.3502, -4.3440], [1.9057, -3.4672, -4.3319], [-0.4057, -1.3274, -4.5588], [1.7131, -3.4253, 0.2152], [0.3762, -1.3214, 0.1135], [-2.0796, -1.8610, -0.1932], [-3.3495, -0.5625, -0.4074], [-2.5787, -3.0872, -1.4402], [-2.0063, -3.2820, 1.7936], [-3.7089, -3.0142, 1.2186], [-2.8082, -1.7422, 2.1218], [-2.7192, -2.5552, 1.3887], [-1.8009, -3.8458, -1.5575], [-3.5169, -3.5697, -1.1285], [-4.3524, -0.9984, -0.2724], [-3.2876, -0.1008, -1.3973], [-2.7156, -2.6047, -2.4093], [-3.2079, 0.2323, 0.3348], [-0.4216, -0.0392, -1.5866], [-0.7159, 0.8778, -2.2691], [0.1840, -1.3397, 2.4327], [-0.9946, 3.2224, 2.4078], [0.4474, 2.8695, 2.3693], [1.0967, 3.1467, 3.6847], [0.6966, 1.4242, 1.8866], [1.8331, 1.3385, 0.9002], [2.9731, 2.1747, 0.9180], [3.8080, 2.2064, -0.2224], [3.4984, 1.4430, -1.3391], [2.4387, 0.5376, -1.3222], [1.6822, 0.4364, -0.1511], [-1.5113, 2.5688, 3.1153], [-1.4111, 3.0978, 1.4094], [-1.0833, 4.2584, 2.7229], [0.9060, 3.4806, 1.6722], [0.6545, 2.4761, 4.4305], [2.1789, 3.0046, 3.6140], [0.8967, 4.1850, 3.9548], [0.9196, 0.8522, 2.8022], [-0.2631, 1.0329, 1.4699], [3.2322, 2.7581, 1.8012], [4.6844, 2.8470, -0.2097], [4.0945, 1.5657, -2.2517], [2.2045, -0.0317, -2.2229]],
  "atomic_forces_ev_per_a": [[0.263, -0.554, 1.410], [-3.002, 4.701, -2.537], [-0.298, 0.543, -0.060], [0.075, 0.051, -0.056], [-0.011, -0.019, -0.024], [3.060, -4.850, 1.257], [0.617, -1.182, -0.877], [-0.075, 1.804, 0.617], [-1.247, -0.314, 1.134], [0.015, 0.292, -0.261], [0.110, -0.283, -0.116], [-0.285, 0.041, -0.071], [0.430, 0.159, 0.098], [0.046, -0.208, -0.247], [0.144, -0.218, -0.081], [-0.111, -0.046, 0.169], [0.271, 0.162, -0.223], [0.376, 0.130, -0.064], [-0.091, -0.065, 0.082], [-0.137, 0.065, 0.014], [-0.031, -0.209, -0.065], [-0.443, 3.923, -2.361], [0.943, -4.113, 2.801], [-0.556, -0.456, -0.580], [-0.171, -0.096, -0.033], [0.618, -0.087, -0.703], [0.032, 0.061, 0.269], [-0.033, 0.371, 1.135], [0.630, 0.491, -0.534], [-0.258, -0.521, -0.646], [-0.480, -0.030, 0.960], [0.329, 0.047, -0.743], [0.571, 0.562, 0.936], [-1.383, -0.742, -0.899], [0.162, 0.082, -0.094], [0.004, 0.023, 0.064], [-0.089, 0.007, 0.008], [-0.240, -0.241, 0.261], [0.202, 0.163, -0.191], [-0.334, -0.145, 0.018], [0.002, -0.122, -0.008], [-0.280, 0.384, -0.392], [0.874, 0.589, 0.342], [-0.045, 0.081, -0.318], [-0.140, -0.082, -0.094], [-0.184, -0.071, 0.432], [0.150, -0.078, 0.269]],
  "molar_mass_g_mol": 492.57,
  "s2": 0.759,
  "charge": 2,
  "e_tot_ha": -2739.9192,
  "homo_energy_ev": [-12.9, -14.0],
  "de_lowest_kj_mol": 35.35,
  "orbital_gap_ev": [4.31, 5.46],
  "max_force_ev_per_a": 6.13,
  "multiplicity": 2
}

{
  "formula": "C15H25F5N3",
  "method": "ωB97M-V with the def2-TZVPD basis set",
  "symbols": ["C", "C", "C", "C", "C", "C", "C", "C", "C", "C", "C", "C", "N", "N", "C", "N", "C", "F", "F", "C", "F", "F", "F", "H", "H", "H", "H", "H", "H", "H", "H", "H", "H", "H", "H", "H", "H", "H", "H", "H", "H", "H", "H", "H", "H", "H", "H", "H"],
  "coordinates": [[3.4801, -2.8213, 2.0429], [3.1695, -2.6489, 0.4482], [3.0804, -1.0379, 0.1717], [3.6095, -0.8103, -1.3269], [4.0675, 0.6933, -1.6804], [3.7387, 1.7945, -0.5639], [2.1982, 2.3336, -0.6663], [1.4658, 2.4125, 0.7641], [0.2510, 1.3589, 0.7712], [-1.2193, 2.0586, 0.7694], [-2.2704, 0.8445, 0.9919], [-3.5871, 0.9637, 0.0932], [-4.0376, 2.1783, -0.5430], [-5.1884, 1.8135, -1.1949], [-5.4965, 0.4344, -1.0149], [-4.4696, -0.1670, -0.1734], [-4.4488, -1.5688, 0.2770], [-5.1389, -1.6449, 1.5293], [-3.1655, -2.1034, 0.4862], [-5.2177, -2.5906, -0.7135], [-6.6100, -2.4111, -0.6497], [-4.7171, -2.5758, -2.0284], [-4.9663, -3.8946, -0.1899], [3.3271, -3.9244, 2.3489], [2.7410, -2.1353, 2.5950], [4.5717, -2.5205, 2.2683], [4.1186, -3.0563, -0.0722], [2.2207, -3.1973, 0.1364], [3.7136, -0.5581, 0.9872], [1.9692, -0.7862, 0.2114], [4.5012, -1.5041, -1.5082], [2.7822, -1.1527, -2.0539], [3.4718, 1.0013, -2.6245], [5.1692, 0.6890, -2.0110], [4.0383, 1.5113, 0.4995], [4.3810, 2.7206, -0.8306], [1.6360, 1.7261, -1.4549], [2.2262, 3.4171, -1.0719], [2.1702, 2.1583, 1.6335], [1.0343, 3.4504, 0.9520], [0.2581, 0.6854, 1.7089], [0.3397, 0.6291, -0.1221], [-1.4085, 2.4668, -0.2788], [-1.2781, 2.8574, 1.5942], [-2.5390, 0.7033, 2.1057], [-1.7247, -0.1043, 0.6167], [-5.8347, 2.4029, -1.7549], [-6.4125, -0.0910, -1.4744]],
  "atomic_forces_ev_per_a": [[-0.575, -0.404, -0.816], [1.300, 0.856, 1.383], [0.083, -2.200, -1.091], [0.046, 0.237, 0.191], [-0.633, -0.020, -0.571], [0.288, 1.215, -1.079], [0.927, 0.934, 0.395], [-0.701, -0.943, -0.422], [-0.697, -0.177, 0.756], [0.456, -1.101, -0.455], [0.000, 0.000, -0.737], [-0.266, 2.089, -0.397], [0.513, -4.794, 1.712], [-0.494, -5.867, 1.349], [1.226, 1.533, 0.359], [-1.242, 4.419, -2.451], [-0.179, -1.772, 2.067], [1.680, 0.349, -2.928], [-2.826, 1.946, -0.735], [-0.244, -3.059, 0.041], [3.328, 0.079, -0.648], [-1.558, 0.495, 3.264], [-0.626, 3.550, -1.409], [0.245, 1.844, -0.277], [1.218, -1.149, -0.483], [-1.848, -0.378, -0.337], [-1.850, 0.471, 0.482], [1.385, 0.668, 0.347], [-1.002, -0.307, -1.265], [1.608, 0.136, 0.332], [-1.257, 0.947, 0.300], [1.253, 0.492, 1.129], [1.061, -0.307, 1.425], [-1.613, 0.143, 0.810], [-0.572, 0.179, -1.517], [-0.844, -1.547, 0.536], [0.559, 0.669, 1.334], [0.077, -1.801, 0.485], [-0.900, 0.447, -1.431], [0.659, -1.303, -0.250], [0.213, 1.052, -1.280], [-0.267, 1.294, 1.330], [0.247, -0.093, 1.582], [-0.092, -1.220, -1.456], [0.186, 0.171, -1.854], [-1.084, 1.379, 0.710], [1.070, -0.033, 0.642], [1.744, 0.884, 0.928]],
  "molar_mass_g_mol": 342.38,
  "charge": 1,
  "smiles": "CCCCCCCCCCCc1n[nH]c[n+]1C(F)(F)C(F)(F)F",
  "e_tot_ha": -1249.7104,
  "homo_energy_ev": -12.1,
  "orbital_gap_ev": 7.18,
  "max_force_ev_per_a": 6.04,
  "multiplicity": 1
}

{
  "formula": "C15H25N3O6PS",
  "method": "ωB97M-V with the def2-TZVPD basis set",
  "symbols": ["O", "P", "O", "C", "C", "C", "C", "C", "C", "S", "C", "N", "N", "C", "O", "C", "N", "H", "H", "H", "H", "H", "H", "H", "H", "H", "H", "H", "C", "O", "C", "C", "O", "C", "C", "O", "C", "H", "H", "H", "H", "H", "H", "H", "H", "H", "H", "H", "H", "H", "H"],
  "coordinates": [[-1.2437, 4.5501, -0.1489], [-1.5095, 2.8917, 0.2889], [-0.6042, 2.7373, 1.7668], [-0.4103, 1.9466, -0.9792], [-0.5742, 2.3328, -2.4834], [0.3484, 1.6006, -3.5075], [1.3648, 0.5412, -2.9273], [2.3456, -0.1740, -3.9579], [3.8156, -0.4786, -3.3903], [4.5632, 0.8875, -2.3847], [3.9808, 2.5265, -2.9665], [3.5567, 3.5472, -2.0457], [3.1411, 4.6785, -2.6851], [3.2930, 4.3898, -4.1016], [3.7995, 3.0626, -4.2651], [1.3840, 0.2572, -1.4140], [0.5109, 0.9554, -0.4892], [-0.2669, 4.6255, -0.3212], [0.3467, 2.8667, 1.5155], [-1.3182, 3.1235, -2.8342], [0.3245, 1.8039, -4.6301], [2.4251, 0.3694, -4.9745], [1.8731, -1.2011, -4.2058], [4.5031, -0.8497, -4.2418], [3.7122, -1.3869, -2.6791], [3.0311, 5.1162, -4.9534], [2.1541, -0.5158, -1.0458], [0.6276, 0.7027, 0.5087], [-1.6644, -0.5750, 5.0164], [-2.4832, -1.0901, 3.9777], [-2.4456, -0.3379, 2.7752], [-2.0210, -1.1702, 1.5583], [-0.7295, -1.7755, 1.5858], [-0.4682, -2.7607, 2.5848], [-1.3169, -4.0367, 2.5698], [-2.6983, -3.7888, 2.7863], [-3.5442, -4.2880, 1.7652], [-2.2727, 0.0194, 5.7019], [-1.2489, -1.4211, 5.5703], [-0.8283, 0.0202, 4.6384], [-1.8014, 0.5432, 2.8668], [-3.4657, 0.0229, 2.5980], [-2.0024, -0.4876, 0.6993], [-2.7743, -1.9124, 1.3037], [-0.4665, -2.3007, 3.5707], [0.5694, -3.0713, 2.4197], [-0.9828, -4.6689, 3.4007], [-1.1408, -4.5913, 1.6436], [-3.0429, -4.4221, 0.8085], [-4.3639, -3.5768, 1.6201], [-3.9814, -5.2373, 2.0913]],
  "atomic_forces_ev_per_a": [[1.406, -3.125, 0.074], [0.403, 1.693, 1.328], [0.351, -0.074, -3.230], [1.260, 0.285, -2.032], [3.224, -3.296, 0.660], [0.137, -0.846, 4.560], [-2.057, 2.073, 1.300], [-0.229, -0.749, 0.047], [-1.037, -1.024, -0.685], [-0.178, 1.132, -0.841], [-2.518, 4.523, 1.093], [0.973, -3.113, -2.319], [1.391, -2.825, -5.637], [0.022, -0.685, 4.643], [-0.447, 1.400, 1.562], [-0.830, 1.382, -2.610], [0.651, 0.196, -4.728], [-1.113, 0.488, 0.117], [-0.830, 0.078, 0.812], [1.163, -1.265, 0.878], [-0.001, -0.239, 1.839], [-0.326, -0.477, 1.914], [0.729, 1.575, 0.355], [-1.118, 0.939, 1.351], [0.432, 1.657, -0.819], [0.683, -1.781, 1.324], [-1.652, 1.504, -0.186], [-0.576, 0.371, -0.662], [-0.241, -0.308, 0.171], [0.542, 0.397, -0.287], [-0.141, -0.402, 0.033], [-0.239, 0.002, -0.023], [-0.025, 0.243, -0.076], [0.234, -0.238, 0.315], [-0.089, 0.338, 0.349], [0.368, 0.001, -0.714], [-0.559, -0.003, 0.518], [0.139, 0.128, 0.023], [-0.089, 0.046, 0.003], [-0.071, 0.042, -0.039], [0.086, -0.075, 0.108], [0.064, 0.076, -0.266], [0.110, 0.068, 0.033], [-0.083, -0.068, 0.241], [-0.283, -0.043, 0.060], [-0.093, -0.008, -0.176], [0.290, 0.046, -0.097], [-0.119, 0.060, -0.069], [0.195, -0.018, -0.063], [0.056, -0.060, 0.057], [0.034, -0.024, -0.206]],
  "molar_mass_g_mol": 406.42,
  "charge": 1,
  "e_tot_ha": -1941.3011,
  "homo_energy_ev": -11.3,
  "de_lowest_kj_mol": 596.78,
  "orbital_gap_ev": 6.26,
  "max_force_ev_per_a": 6.46,
  "multiplicity": 1
}

{
  "formula": "C15H25N5O2",
  "method": "ωB97M-V with the def2-TZVPD basis set",
  "symbols": ["C", "C", "H", "C", "N", "C", "N", "C", "C", "C", "O", "N", "C", "O", "N", "C", "H", "H", "H", "H", "N", "C", "H", "C", "H", "C", "C", "H", "H", "H", "C", "H", "H", "H", "H", "H", "H", "H", "C", "H", "H", "H", "H", "H", "H", "H", "H"],
  "coordinates": [[-2.1595, -3.4233, -0.9815], [-2.4677, -2.0022, -1.4403], [-1.6459, -1.6557, -2.0724], [-2.6520, -0.9990, -0.2857], [-1.5104, -0.9820, 0.6186], [-0.2193, -0.8134, 0.2182], [0.7478, -1.5579, 0.7526], [1.8927, -1.0767, 0.2299], [1.6325, -0.0299, -0.6414], [2.6704, 0.6614, -1.3268], [2.5889, 1.5912, -2.1091], [3.9125, 0.1219, -0.9798], [4.2244, -0.9200, -0.1285], [5.3703, -1.2662, 0.0549], [3.1522, -1.5261, 0.4879], [3.3605, -2.6278, 1.3998], [2.9204, -2.3892, 2.3676], [2.8856, -3.5276, 1.0084], [4.4336, -2.7800, 1.4956], [4.7159, 0.5556, -1.4205], [0.2522, 0.1265, -0.6374], [-0.4189, 1.2110, -1.3113], [-1.2293, 0.8114, -1.9293], [-0.9648, 2.2681, -0.3474], [-1.5641, 2.9585, -0.9443], [0.1314, 3.0591, 0.3852], [-0.3519, 4.4805, 0.6710], [-0.5773, 5.0053, -0.2544], [-1.2501, 4.4597, 1.2854], [0.4128, 5.0417, 1.2023], [0.5345, 2.3867, 1.6965], [1.3231, 2.9566, 2.1827], [-0.3172, 2.3371, 2.3730], [0.9016, 1.3772, 1.5369], [1.0102, 3.1190, -0.2651], [-1.6235, 1.7963, 0.3848], [0.3225, 1.6672, -1.9715], [-1.5462, -1.7387, 1.2913], [-3.8991, -1.2835, 0.5445], [-3.8358, -2.2575, 1.0224], [-4.7821, -1.2629, -0.0882], [-4.0085, -0.5287, 1.3191], [-2.7588, 0.0016, -0.7189], [-3.3757, -1.9987, -2.0464], [-1.2428, -3.4491, -0.3960], [-2.0237, -4.0665, -1.8475], [-2.9715, -3.8308, -0.3847]],
  "atomic_forces_ev_per_a": [[-0.051, 0.208, -0.100], [0.041, 0.068, 0.200], [-0.029, 0.059, -0.082], [-0.211, -0.019, -0.401], [-0.289, 0.007, 0.321], [0.444, 0.159, -0.106], [0.226, -0.341, 0.193], [-0.642, 0.984, -0.689], [0.395, -0.599, 0.406], [-0.159, -0.174, 0.118], [0.040, 0.203, -0.156], [0.278, 0.247, -0.223], [0.029, -0.029, 0.027], [0.324, -0.053, 0.009], [-0.011, -0.030, 0.034], [0.108, -0.234, 0.188], [0.025, -0.048, -0.003], [0.023, -0.009, 0.049], [-0.131, 0.002, 0.006], [-0.137, -0.095, 0.091], [0.085, -0.531, 0.214], [-0.612, 0.528, -0.136], [0.122, 0.002, 0.010], [0.335, -0.041, -0.177], [-0.083, -0.015, -0.026], [-0.186, 0.042, 0.165], [0.180, -0.202, -0.123], [-0.062, 0.101, -0.079], [-0.131, 0.028, 0.086], [0.049, 0.109, 0.085], [0.081, 0.058, -0.230], [0.085, 0.032, 0.105], [-0.108, -0.010, 0.096], [0.064, -0.163, 0.044], [-0.004, -0.013, -0.028], [-0.141, 0.020, 0.025], [-0.140, -0.114, 0.035], [0.074, 0.108, -0.013], [0.230, 0.204, -0.144], [-0.023, -0.147, 0.069], [-0.090, -0.043, -0.041], [-0.039, 0.051, 0.086], [-0.023, -0.086, 0.057], [0.012, 0.080, -0.083], [0.085, -0.083, 0.062], [0.021, -0.107, -0.016], [-0.055, -0.114, 0.078]],
  "molar_mass_g_mol": 307.40,
  "charge": 0,
  "smiles": "CC[C@@H](C)Nc1nc2c(c(=O)[nH]c(=O)n2C)n1CCC(C)C",
  "e_tot_ha": -1010.9320,
  "homo_energy_ev": -7.9,
  "de_lowest_kj_mol": 5.68,
  "orbital_gap_ev": 8.57,
  "max_force_ev_per_a": 1.36,
  "multiplicity": 1
}